Entry 1:
C10H20Br6O2S | wB97M-V/def2-TZVPD

```
! wB97M-V def2-TZVPD RIJCOSX def2/J DEFGRID3
* xyz 0 1
O 3.96 -2.31 3.25
S 3.46 -1.60 2.09
O 2.71 -0.34 2.27
C 4.89 -1.46 0.80
C 4.65 -2.45 -0.25
C 3.65 -3.50 0.17
C 2.47 -2.78 1.00
H 5.80 -1.61 1.38
H 4.92 -0.43 0.44
H 4.21 -1.83 -1.02
H 5.47 -2.87 -0.84
H 4.18 -4.26 0.75
H 3.33 -3.97 -0.76
H 1.86 -3.39 1.67
H 1.79 -2.19 0.39
Br -2.72 7.07 -1.66
C -3.06 5.43 -0.62
C -1.80 4.72 -0.02
Br -0.68 3.96 -1.54
H -3.66 4.79 -1.26
H -3.75 5.61 0.21
H -2.11 4.02 0.75
H -1.17 5.46 0.47
Br -1.72 -4.19 -6.06
C -2.34 -4.86 -7.83
C -1.42 -6.00 -8.27
Br 0.53 -5.37 -8.26
H -2.18 -4.07 -8.57
H -3.37 -5.19 -7.72
H -1.67 -6.35 -9.27
H -1.42 -6.86 -7.61
Br -4.18 2.48 6.72
C -2.89 3.95 7.36
C -3.35 5.26 6.72
Br -1.93 6.71 6.86
H -1.93 3.62 6.98
H -2.74 4.00 8.44
H -4.26 5.65 7.17
H -3.51 5.14 5.65
*
```

The energy above the lowest of the compared OMol25 structures with the same formula, charge and spin is 32.1 kcal per mole. For the frontier orbital gap, the calculation gives 10.20 eV. The lowest unoccupied orbital energy comes out at 0.008 Ha. For the HOMO energy, the calculation gives -9.97 eV. The SMILES is O=S1(=O)CCCC1.BrCCBr.BrCCBr.BrCCBr.

---

Entry 2:
C4H3N3O2S | wB97M-V/def2-TZVPD

```
! wB97M-V def2-TZVPD RIJCOSX def2/J DEFGRID3
* xyz 0 1
C 1.37 1.61 0.19
C -0.71 0.55 0.43
C 0.67 -1.55 -0.64
C -0.02 1.62 0.21
N 2.53 1.57 0.16
N 1.80 -1.60 0.04
N 2.79 -1.55 0.63
O -2.91 -0.31 -0.85
O -3.15 0.21 1.54
S -2.56 0.52 0.26
H -0.09 -2.24 -0.31
H 0.86 -1.37 -1.69
H -0.57 2.55 0.03
*
```

The energy above the lowest of the compared OMol25 structures with the same formula, charge and spin is 55.4 kcal per mole. For the frontier orbital gap (spin up / spin down), the calculation gives 6.57 / 6.58 eV. The lowest unoccupied orbital energy (spin up / spin down) comes out at -0.092 / -0.092 Ha. For the HOMO energy (spin up / spin down), the calculation gives -9.06 / -9.09 eV.

---

Entry 3:
CH5BrSi | wB97M-V/def2-TZVPD

```
! wB97M-V def2-TZVPD RIJCOSX def2/J DEFGRID3
* xyz 0 1
C -0.45 0.72 -0.39
Si -0.30 -1.09 -0.03
Br -0.66 -2.44 -1.75
H -0.19 1.32 0.43
H 0.02 1.17 -1.21
H -1.46 0.89 -0.37
H -1.45 -1.22 0.90
H 1.98 -2.32 0.39
*
```

The energy above the lowest of the compared OMol25 structures with the same formula, charge and spin is 79.1 kcal per mole. For the frontier orbital gap (spin up / spin down), the calculation gives 8.67 / 7.83 eV. The lowest unoccupied orbital energy (spin up / spin down) comes out at -0.035 / -0.025 Ha. For the HOMO energy (spin up / spin down), the calculation gives -9.62 / -8.52 eV.

---

Entry 4:
C13H13N7O2PdS2Te | wB97M-V/def2-TZVPD

```
! wB97M-V def2-TZVPD RIJCOSX def2/J DEFGRID3
* xyz 2 5
Pd 0.41 0.77 -0.08
S 2.73 0.67 0.43
C 2.62 -1.05 0.43
S 1.06 -1.67 0.08
C 3.71 -1.87 0.72
C 3.49 -3.23 1.03
N 3.24 -4.30 1.35
C 5.01 -1.34 0.78
N 6.05 -0.86 0.78
N -0.95 -0.07 2.10
N -2.25 0.46 2.13
C -2.68 1.26 1.14
N -3.90 1.77 1.16
N -1.77 1.50 0.19
N -1.97 2.23 -0.90
O -0.94 2.38 -1.57
O -3.04 2.68 -1.20
H -0.98 -1.09 2.01
H -0.45 0.17 2.96
H -2.88 0.20 2.88
H -4.55 1.59 1.92
H -4.21 2.36 0.39
C 0.47 1.89 -4.34
Te 1.32 0.66 -2.76
C 2.29 2.54 -2.26
C 2.28 3.39 -3.48
C 3.13 4.49 -3.61
C 3.04 5.28 -4.73
C 2.11 4.99 -5.74
C 1.28 3.89 -5.63
C 1.36 3.08 -4.51
H -0.52 2.22 -4.02
H 0.37 1.31 -5.26
H 3.30 2.37 -1.87
H 1.68 3.00 -1.47
H 3.84 4.72 -2.83
H 3.68 6.15 -4.83
H 2.04 5.62 -6.61
H 0.57 3.66 -6.42
*
```

The energy above the lowest of the compared OMol25 structures with the same formula, charge and spin is 8.0 kcal per mole. For the frontier orbital gap (spin up / spin down), the calculation gives 6.77 / 3.68 eV. The lowest unoccupied orbital energy (spin up / spin down) comes out at -0.273 / -0.385 Ha. For the HOMO energy (spin up / spin down), the calculation gives -14.20 / -14.17 eV.

---

Entry 5:
C17H29AuN3OSeTa | wB97M-V/def2-TZVPD

```
! wB97M-V def2-TZVPD RIJCOSX def2/J DEFGRID3
* xyz 2 1
N 1.06 1.96 0.36
C 1.55 3.00 0.80
O 2.05 3.98 1.23
Au 2.82 -0.86 2.14
Ta -0.19 0.46 0.15
N 0.63 -1.11 -0.67
N -1.67 1.01 -0.97
C 1.70 -1.31 -1.64
C -1.67 2.25 -1.81
C 2.34 -2.69 -1.48
C 1.11 -1.25 -3.05
C 2.79 -0.25 -1.48
C -1.87 3.44 -0.89
C -2.82 2.21 -2.81
C -0.36 2.38 -2.58
H 2.70 -2.84 -0.46
H 3.17 -2.73 -2.20
H 1.62 -3.48 -1.74
H 0.34 -2.02 -3.17
H 1.93 -1.45 -3.76
H 0.67 -0.27 -3.28
H 2.42 0.78 -1.57
H 3.53 -0.44 -2.27
H 3.27 -0.37 -0.49
H -2.81 3.34 -0.32
H -1.93 4.35 -1.50
H -1.04 3.55 -0.18
H -3.80 2.27 -2.32
H -2.77 1.30 -3.42
H -2.72 3.08 -3.46
H -0.42 3.30 -3.18
H -0.24 1.53 -3.27
H 0.52 2.46 -1.92
C -0.28 -2.24 -0.51
H -1.11 -1.98 0.14
H -0.70 -2.56 -1.47
H 0.26 -3.06 -0.02
C -3.00 0.45 -0.65
H -2.90 -0.28 0.15
H -3.70 1.22 -0.28
H -3.44 -0.06 -1.52
Se -1.27 0.36 2.33
C -0.34 -0.62 3.78
C 0.87 -0.20 4.36
C 1.51 -1.08 5.24
C 0.93 -2.31 5.57
C -0.31 -2.67 5.03
C -0.97 -1.82 4.15
H 1.26 0.79 4.12
H 2.51 -0.85 5.61
H 1.46 -3.01 6.22
H -0.76 -3.63 5.25
H -1.95 -2.06 3.72
*
```

The energy above the lowest of the compared OMol25 structures with the same formula, charge and spin is 8.8 kcal per mole. For the frontier orbital gap, the calculation gives 5.36 eV. The lowest unoccupied orbital energy comes out at -0.358 Ha. For the HOMO energy, the calculation gives -15.10 eV.

---

Entry 6:
C41H48AsHfN6OPS3 | wB97M-V/def2-TZVPD

```
! wB97M-V def2-TZVPD RIJCOSX def2/J DEFGRID3
* xyz 2 1
Hf -0.18 -1.08 -1.37
N -2.51 -1.56 -1.56
C -3.09 -0.79 -2.67
C -2.86 0.67 -2.40
N -1.42 0.96 -2.12
C -0.69 1.67 -3.22
C 0.28 0.74 -3.92
N 1.15 0.14 -2.87
H -2.57 -2.56 -1.76
H -3.03 -1.42 -0.70
H -4.16 -0.99 -2.79
H -2.59 -1.12 -3.59
H -3.42 0.98 -1.51
H -3.22 1.29 -3.22
H -1.43 1.61 -1.34
H -0.11 2.47 -2.76
H -1.39 2.13 -3.91
H 0.86 1.28 -4.66
H -0.23 -0.07 -4.43
H 1.80 0.83 -2.51
H 1.71 -0.60 -3.30
N -0.24 -3.76 1.89
C 0.15 -2.89 1.00
O -0.73 -2.28 0.30
C 1.59 -2.55 0.76
C 1.71 -2.12 -0.70
H -1.22 -3.96 2.02
H 0.44 -4.30 2.41
H 2.23 -3.39 1.05
H 1.83 -1.72 1.44
H 1.77 -3.02 -1.32
H 2.67 -1.61 -0.85
S 0.25 -7.33 -0.31
C 0.34 -6.15 -1.44
S -0.84 -4.86 -1.62
C 0.16 -4.12 -2.82
N 1.22 -4.78 -3.12
N 1.30 -5.92 -2.38
C 2.42 -6.79 -2.59
C 3.68 -6.37 -2.21
C 4.76 -7.21 -2.42
C 4.56 -8.46 -2.99
C 3.29 -8.88 -3.36
C 2.21 -8.03 -3.16
S -0.17 -2.53 -3.50
H 3.82 -5.39 -1.77
H 5.75 -6.90 -2.13
H 5.40 -9.12 -3.14
H 3.14 -9.85 -3.80
H 1.20 -8.34 -3.44
C -0.44 2.54 0.82
C 0.27 3.59 0.00
As -0.48 5.42 0.21
C -0.47 5.45 2.16
C -1.33 4.75 3.00
C -1.17 4.81 4.38
C -0.15 5.57 4.93
C 0.71 6.28 4.11
C 0.55 6.22 2.73
C -2.34 4.94 -0.20
C -2.58 4.16 -1.33
C -3.87 3.88 -1.75
C -4.95 4.38 -1.03
C -4.72 5.18 0.08
C -3.43 5.47 0.49
P 0.26 0.85 0.82
C 1.94 1.17 1.40
C 2.14 1.83 2.61
C 3.41 2.21 3.00
C 4.50 1.95 2.18
C 4.31 1.31 0.97
C 3.04 0.93 0.58
C -0.66 0.08 2.19
C -2.05 0.04 2.10
C -2.81 -0.54 3.10
C -2.18 -1.09 4.21
C -0.80 -1.05 4.31
C -0.04 -0.47 3.31
H -1.52 2.49 0.60
H -0.38 2.83 1.88
H 0.28 3.37 -1.07
H 1.32 3.67 0.30
H -2.13 4.15 2.59
H -1.85 4.26 5.02
H -0.03 5.62 6.01
H 1.50 6.88 4.53
H 1.21 6.80 2.09
H -1.74 3.82 -1.94
H -4.04 3.31 -2.65
H -5.96 4.18 -1.36
H -5.56 5.60 0.62
H -3.28 6.11 1.34
H 1.30 2.07 3.26
H 3.55 2.72 3.95
H 5.49 2.25 2.49
H 5.16 1.12 0.32
H 2.90 0.43 -0.38
H -2.57 0.48 1.25
H -3.89 -0.55 3.03
H -2.77 -1.53 5.01
H -0.30 -1.47 5.18
H 1.04 -0.44 3.40
*
```

The energy above the lowest of the compared OMol25 structures with the same formula, charge and spin is 6.5 kcal per mole. For the frontier orbital gap, the calculation gives 6.79 eV. The lowest unoccupied orbital energy comes out at -0.202 Ha. For the HOMO energy, the calculation gives -12.28 eV.

---

Entry 7:
CH5N2O3S | wB97M-V/def2-TZVPD

```
! wB97M-V def2-TZVPD RIJCOSX def2/J DEFGRID3
* xyz -1 1
C -1.33 0.51 -0.81
N -2.40 -1.04 0.41
N -1.54 -0.84 -0.49
O 2.34 -0.52 1.64
O 1.30 1.25 0.12
O 3.16 -0.09 -0.75
S 1.87 -0.13 -0.04
H -0.34 0.82 -0.37
H -1.20 0.61 -1.89
H -2.10 1.20 -0.43
H -2.44 -2.05 0.61
H 2.68 0.29 2.02
*
```

The energy above the lowest of the compared OMol25 structures with the same formula, charge and spin is 29.6 kcal per mole. For the frontier orbital gap, the calculation gives 8.55 eV. The lowest unoccupied orbital energy comes out at 0.153 Ha. For the HOMO energy, the calculation gives -4.38 eV.

---

Entry 8:
C33H37BrIN3O3Rh | wB97M-V/def2-TZVPD

```
! wB97M-V def2-TZVPD RIJCOSX def2/J DEFGRID3
* xyz 1 1
Rh 1.38 -0.94 1.47
C -0.49 -2.32 -2.42
C -1.32 -2.66 -1.22
N -2.57 -3.01 -1.38
C -3.33 -3.31 -0.29
C -2.85 -3.26 0.99
C -3.74 -3.59 2.15
O -3.78 -2.54 3.13
C -1.50 -2.85 1.18
C -0.97 -2.77 2.50
N 0.08 -2.14 2.86
C 0.34 -2.01 4.26
C -0.68 -1.99 5.21
C -0.40 -1.81 6.56
C 0.90 -1.60 6.99
C 1.93 -1.59 6.06
C 1.63 -1.80 4.72
I 3.18 -1.83 3.34
C -0.71 -2.57 0.07
O 0.57 -2.27 0.14
H -1.08 -2.48 -3.32
H 0.41 -2.93 -2.46
H -0.16 -1.27 -2.38
H -4.35 -3.60 -0.48
H -3.36 -4.48 2.67
H -4.73 -3.84 1.79
H -4.53 -1.97 2.94
H -1.55 -3.27 3.27
H -1.71 -2.09 4.89
H -1.21 -1.82 7.27
H 1.12 -1.44 8.03
H 2.95 -1.41 6.37
C 2.78 3.30 -5.03
C 2.69 1.77 -5.06
C 1.74 1.33 -6.19
C 4.09 1.21 -5.34
C 2.14 1.29 -3.72
C 2.86 0.46 -2.87
C 2.33 0.15 -1.64
Br 3.30 -0.94 -0.46
C 1.11 0.66 -1.15
O 0.75 0.50 0.09
C 0.30 1.40 -2.07
C 0.87 1.71 -3.30
C -1.13 1.89 -1.80
C -1.80 1.34 -0.54
C -2.02 1.48 -2.99
C -1.09 3.42 -1.69
H 3.21 3.66 -5.97
H 3.41 3.64 -4.21
H 1.79 3.76 -4.92
H 2.15 1.65 -7.15
H 0.75 1.76 -6.08
H 1.64 0.24 -6.21
H 4.44 1.59 -6.30
H 4.08 0.11 -5.41
H 4.81 1.51 -4.58
H 3.82 0.05 -3.15
H 0.29 2.31 -3.99
H -1.78 0.24 -0.51
H -2.85 1.65 -0.54
H -1.34 1.71 0.37
H -2.06 0.39 -3.08
H -1.68 1.89 -3.94
H -3.04 1.84 -2.82
H -0.44 3.73 -0.88
H -2.10 3.81 -1.49
H -0.73 3.88 -2.61
C -0.81 2.22 4.65
C 0.58 2.19 4.60
C 1.19 1.39 3.65
N 0.49 0.64 2.79
C -0.84 0.68 2.83
C -1.53 1.46 3.74
H -1.32 2.84 5.38
H 1.18 2.78 5.28
H 2.27 1.35 3.57
H -1.37 0.07 2.11
H -2.61 1.45 3.74
*
```

The energy above the lowest of the compared OMol25 structures with the same formula, charge and spin is 15.2 kcal per mole. For the frontier orbital gap (spin up / spin down), the calculation gives 4.75 / 5.63 eV. The lowest unoccupied orbital energy (spin up / spin down) comes out at -0.193 / -0.170 Ha. For the HOMO energy (spin up / spin down), the calculation gives -10.00 / -10.26 eV.

---

Entry 9:
C2H2FN3 | wB97M-V/def2-TZVPD

```
! wB97M-V def2-TZVPD RIJCOSX def2/J DEFGRID3
* xyz 0 1
F 1.83 -0.64 -1.30
C 0.72 -0.50 -0.62
N -0.40 -1.49 -0.41
N -1.24 -0.85 0.34
C -0.84 0.35 0.62
N 0.38 0.60 0.04
H -1.36 1.06 1.23
H 0.90 1.46 0.10
*
```

The energy above the lowest of the compared OMol25 structures with the same formula, charge and spin is 23.2 kcal per mole. For the frontier orbital gap, the calculation gives 9.67 eV. The lowest unoccupied orbital energy comes out at 0.019 Ha. For the HOMO energy, the calculation gives -9.15 eV. The SMILES is Fc1nnc[nH]1.